(1)
DFT (wB97M-V/def2-TZVPD) results for a 2-piece molecular cluster, C9H14 overall.

```
! wB97M-V def2-TZVPD RIJCOSX def2/J DEFGRID3
* xyz 0 1
C -2.055 -1.673 -1.617
C -0.874 -0.740 -1.490
C -0.213 -0.609 -0.268
C 0.867 0.246 -0.157
C 1.286 1.000 -1.246
C 0.621 0.877 -2.451
C -0.452 0.011 -2.573
H -1.828 -2.418 -2.383
H -2.953 -1.123 -1.897
H -2.250 -2.169 -0.669
H -0.536 -1.197 0.587
H 1.399 0.361 0.776
H 2.132 1.664 -1.128
H 0.913 1.470 -3.313
H -0.960 -0.083 -3.525
C 1.227 0.514 3.963
C -0.310 0.498 3.898
H 1.596 -0.408 4.419
H 1.692 0.518 2.982
H 1.629 1.330 4.559
H -0.644 0.342 2.871
H -0.695 -0.345 4.462
H -0.776 1.410 4.264
*
```

E_HOMO ... -9.053 eV
HOMO-LUMO gap ... 10.11 eV
ΔE to the lowest compared entry with this formula, charge and spin ... 0.207 eV
SMILES ... Cc1ccccc1.CC
Electronic energy ... -9559.9749 eV



(2)
DFT (wB97M-V/def2-TZVPD) results for one molecule with the formula C5H7NO2.

```
! wB97M-V def2-TZVPD RIJCOSX def2/J DEFGRID3
* xyz 0 1
C 1.750 -1.179 0.000
N 2.421 -0.141 0.273
O 1.737 1.102 0.282
C 0.572 1.074 -0.492
C -0.259 -0.100 -0.114
C -1.754 -0.172 -0.412
C -1.239 0.009 1.011
O 0.451 -1.279 -0.254
H 2.335 -2.101 0.026
H 0.098 2.063 -0.389
H 0.940 1.047 -1.530
H -2.219 0.718 -0.848
H -2.185 -1.150 -0.657
H -1.442 0.990 1.463
H -1.206 -0.879 1.641
*
```

E_HOMO ... -9.247 eV
HOMO-LUMO gap ... 10.19 eV
ΔE to the lowest compared entry with this formula, charge and spin ... 3.299 eV
SMILES ... C1=NOCC2(CC2)O1
Electronic energy ... -10880.3181 eV



(3)
DFT (wB97M-V/def2-TZVPD) results for a 6-piece molecular cluster, C27H32FN5O2P overall.

```
! wB97M-V def2-TZVPD RIJCOSX def2/J DEFGRID3
* xyz -1 1
O -5.665 0.858 2.690
C -5.068 0.427 1.764
O -4.486 1.314 0.887
C -4.874 -1.026 1.509
P -2.958 -1.333 1.392
F -3.010 -2.447 2.716
H -3.530 1.230 1.064
H -5.262 -1.518 2.384
H -5.412 -1.356 0.627
H -2.783 -0.194 2.316
H -1.510 -1.469 1.320
H -3.143 -2.453 0.476
H -2.922 -0.464 0.236
N -0.941 1.239 -0.479
C 0.255 1.783 -0.255
C 0.746 2.881 -0.947
C -0.052 3.446 -1.930
C -1.299 2.894 -2.175
C -1.694 1.795 -1.423
H 0.844 1.305 0.521
H 1.726 3.279 -0.721
H 0.293 4.302 -2.496
H -1.954 3.304 -2.933
H -2.663 1.330 -1.575
N 4.016 0.605 -0.105
C 5.047 0.280 0.675
C 5.401 -1.024 0.985
C 4.637 -2.051 0.456
C 3.561 -1.737 -0.356
C 3.295 -0.399 -0.606
H 5.613 1.117 1.069
H 6.248 -1.233 1.622
H 4.879 -3.084 0.675
H 2.938 -2.509 -0.787
H 2.463 -0.106 -1.237
N 1.102 4.799 -5.032
C 2.199 5.325 -5.574
C 2.226 5.937 -6.817
C 1.047 6.003 -7.542
C -0.103 5.459 -6.997
C -0.022 4.873 -5.743
H 3.098 5.248 -4.972
H 3.147 6.350 -7.207
H 1.026 6.471 -8.518
H -1.044 5.488 -7.529
H -0.898 4.436 -5.275
N -7.633 -2.325 1.816
C -8.424 -3.334 1.455
C -9.733 -3.485 1.890
C -10.248 -2.532 2.755
C -9.440 -1.477 3.144
C -8.144 -1.418 2.646
H -7.977 -4.056 0.779
H -10.330 -4.325 1.561
H -11.265 -2.613 3.121
H -9.803 -0.713 3.818
H -7.473 -0.608 2.919
N 7.748 -2.965 2.554
C 7.341 -4.117 3.084
C 8.144 -4.931 3.868
C 9.446 -4.528 4.112
C 9.889 -3.334 3.569
C 9.003 -2.593 2.802
H 6.315 -4.394 2.865
H 7.757 -5.856 4.274
H 10.106 -5.136 4.718
H 10.899 -2.983 3.735
H 9.306 -1.650 2.359
*
```

E_HOMO ... -3.468 eV
HOMO-LUMO gap ... 5.45 eV
Electronic energy ... -52068.2455 eV



(4)
DFT (wB97M-V/def2-TZVPD) results for C38H37MgN3PSSe as an isolated structure.

```
! wB97M-V def2-TZVPD RIJCOSX def2/J DEFGRID3
* xyz 1 1
Mg 0.191 -0.281 1.776
C 1.547 -1.321 -3.655
C 2.780 -2.289 -3.493
C 2.483 -3.617 -4.193
C 4.031 -1.649 -4.148
C 3.016 -2.463 -2.037
C 4.101 -3.276 -1.617
C 4.435 -3.452 -0.302
C 3.675 -2.730 0.615
S 3.890 -2.555 2.368
C 2.571 -1.401 2.412
N 1.941 -1.263 1.282
C 2.569 -1.927 0.251
C 2.210 -1.866 -1.081
C 2.184 -0.623 3.644
C 3.152 -0.273 4.566
C 2.752 0.646 5.599
C 1.382 0.980 5.748
C 0.450 0.554 4.807
C 0.856 -0.181 3.701
H 1.431 -1.058 -4.718
H 1.699 -0.340 -3.133
H 0.644 -1.832 -3.360
H 2.650 -3.611 -5.307
H 1.439 -3.838 -3.977
H 3.061 -4.492 -3.788
H 3.902 -1.593 -5.245
H 4.905 -2.281 -3.993
H 4.071 -0.681 -3.676
H 4.782 -3.704 -2.346
H 5.385 -3.915 -0.093
H 1.349 -1.423 -1.427
H 4.134 -0.715 4.559
H 3.475 0.973 6.343
H 1.076 1.625 6.565
H -0.610 0.843 5.026
C -0.045 3.334 2.612
P 0.094 2.210 1.146
C 1.744 2.392 0.412
C 2.094 2.765 -0.853
C 3.426 2.677 -1.246
C 4.438 2.341 -0.333
C 4.015 2.006 0.975
C 2.698 2.000 1.339
C -1.200 2.600 -0.019
C -1.173 1.920 -1.237
C -2.194 2.113 -2.181
C -3.271 2.951 -1.896
C -3.283 3.635 -0.677
C -2.254 3.439 0.233
H -1.133 3.247 2.870
H 0.166 4.389 2.329
H 0.630 2.997 3.354
H 1.316 3.058 -1.510
H 3.720 2.983 -2.223
H 5.488 2.290 -0.675
H 4.774 1.709 1.689
H 2.450 1.642 2.330
H -0.350 1.304 -1.439
H -2.203 1.623 -3.134
H -4.112 3.020 -2.509
H -4.046 4.401 -0.525
H -2.199 4.083 1.226
C -4.416 -2.525 2.020
N -4.423 -1.631 0.846
C -3.366 -1.115 0.156
Se -1.554 -1.759 0.195
N -3.785 -0.125 -0.650
C -5.195 -0.092 -0.652
C -6.104 0.527 -1.503
C -7.458 0.304 -1.216
C -7.860 -0.522 -0.186
C -6.958 -1.172 0.614
C -5.612 -1.022 0.300
H -5.043 -3.371 1.734
H -4.824 -2.065 2.941
H -3.377 -2.824 2.151
H -3.158 0.327 -1.295
H -5.782 1.073 -2.392
H -8.131 0.575 -1.985
H -8.871 -0.754 -0.142
H -7.284 -1.924 1.332
*
```

E_HOMO ... -10.548 eV
HOMO-LUMO gap ... 8.42 eV
ΔE to the lowest compared entry with this formula, charge and spin ... 1.183 eV
Electronic energy ... -135388.6627 eV



(5)
DFT (wB97M-V/def2-TZVPD) results for one molecule with the formula C4H8N2O.

```
! wB97M-V def2-TZVPD RIJCOSX def2/J DEFGRID3
* xyz 0 1
C -0.128 1.698 2.856
C -0.792 1.233 1.958
C -1.414 0.139 1.203
O -0.434 -0.781 0.509
N 0.185 0.122 -0.628
C 0.538 -0.726 -1.745
N 1.339 0.640 -0.065
H 0.413 2.331 3.424
H -1.991 0.598 0.355
H -2.153 -0.322 1.925
H -0.499 -1.062 -2.026
H 0.999 -0.005 -2.456
H 1.331 -1.494 -1.549
H 1.006 1.261 0.723
H 1.798 -0.231 0.390
*
```

E_HOMO ... -9.612 eV
HOMO-LUMO gap ... 10.59 eV
ΔE to the lowest compared entry with this formula, charge and spin ... 6.663 eV
SMILES ... C#CCON(C)N
Electronic energy ... -9299.7297 eV



(6)
DFT (wB97M-V/def2-TZVPD) results for a 2-piece molecular cluster, C9H14 overall.

```
! wB97M-V def2-TZVPD RIJCOSX def2/J DEFGRID3
* xyz 0 1
C 1.126 -0.229 1.785
C 0.442 -1.430 1.292
C -0.474 -1.101 0.192
C -1.462 -1.974 -0.312
C -1.433 -3.345 0.173
C -0.612 -3.513 1.221
C 0.369 -2.695 1.792
H 0.435 0.545 2.326
H 1.999 -0.095 1.252
H 1.757 -0.413 2.616
H -0.334 -0.157 -0.269
H -2.300 -1.671 -0.971
H -2.170 -4.031 -0.211
H -0.724 -4.417 1.814
H 1.035 -3.078 2.545
C -0.428 3.368 -2.200
C 1.000 3.695 -1.615
H -0.363 2.569 -2.941
H -0.929 2.797 -1.286
H -1.125 4.116 -2.595
H 1.585 3.951 -2.541
H 1.480 2.773 -1.357
H 1.124 4.333 -0.711
*
```

E_HOMO ... -8.870 eV
HOMO-LUMO gap ... 9.78 eV
ΔE to the lowest compared entry with this formula, charge and spin ... 2.583 eV
SMILES ... Cc1ccccc1.CC
Electronic energy ... -9557.5989 eV



Copy entry 2 word for word.
DFT (wB97M-V/def2-TZVPD) results for one molecule with the formula C5H7NO2.

```
! wB97M-V def2-TZVPD RIJCOSX def2/J DEFGRID3
* xyz 0 1
C 1.750 -1.179 0.000
N 2.421 -0.141 0.273
O 1.737 1.102 0.282
C 0.572 1.074 -0.492
C -0.259 -0.100 -0.114
C -1.754 -0.172 -0.412
C -1.239 0.009 1.011
O 0.451 -1.279 -0.254
H 2.335 -2.101 0.026
H 0.098 2.063 -0.389
H 0.940 1.047 -1.530
H -2.219 0.718 -0.848
H -2.185 -1.150 -0.657
H -1.442 0.990 1.463
H -1.206 -0.879 1.641
*
```

E_HOMO ... -9.247 eV
HOMO-LUMO gap ... 10.19 eV
ΔE to the lowest compared entry with this formula, charge and spin ... 3.299 eV
SMILES ... C1=NOCC2(CC2)O1
Electronic energy ... -10880.3181 eV



- Which formula does entry 4 have?
  C38H37MgN3PSSe